No. 1
DFT (the ωB97M-V functional and the def2-TZVPD basis) results for C42H48N4O4SSi2Ti as an isolated structure.

Net charge = -2
HOMO-LUMO gap (spin up / spin down) = 5.1 / 5.1 eV

Positions of all 102 atoms, in Å:
Ti 0.04704 0.00317 -0.17590
C -2.98831 1.66504 3.50551
C -2.13563 1.79809 4.59104
C -0.87540 2.33398 4.39716
C -0.50322 2.71972 3.11317
N -1.31872 2.57244 2.06456
C -2.52087 2.04251 2.25883
C 0.74039 3.50194 2.85717
C 0.76182 4.81986 3.31345
C 1.79903 5.68279 2.98974
C 2.82894 5.21450 2.17768
C 2.82832 3.90071 1.74449
C 1.80012 3.00227 2.09126
H -3.98115 1.24556 3.61277
H -2.45864 1.50887 5.58364
H -0.17664 2.44313 5.21629
H -3.15352 1.97725 1.37669
H -0.06736 5.17941 3.91492
H 1.79581 6.70492 3.35045
H 3.64197 5.87670 1.89562
H 3.63948 3.52546 1.13058
C -2.52611 4.02702 -0.84462
Si -1.23729 2.88590 -1.63180
C 0.38965 3.72246 -1.19841
C -1.50215 3.14655 -3.50220
N -1.29298 1.20579 -1.25924
C -2.22147 0.38717 -1.90736
C -3.38366 0.86757 -2.52255
C -4.26568 0.03930 -3.22164
C -3.98363 -1.30943 -3.33016
C -2.85186 -1.82381 -2.69450
C -1.98160 -1.02248 -1.94766
N -0.88743 -1.50874 -1.24754
Si -0.54580 -3.13725 -0.87239
C 0.18439 -4.14593 -2.29045
C -2.05074 -4.15372 -0.34206
C 0.68974 -3.25784 0.53709
H -2.42355 5.02576 -1.28736
H -2.33653 4.10353 0.22720
H -3.56158 3.69320 -0.98861
H 0.77010 4.30628 -2.04431
H 1.15983 3.00428 -0.90865
H 0.24359 4.40286 -0.35143
H -0.78772 3.88273 -3.89155
H -2.50975 3.50868 -3.73647
H -1.36317 2.20493 -4.04807
H -3.60799 1.92739 -2.44401
H -5.15839 0.45704 -3.67422
H -4.62967 -1.96626 -3.90337
H -2.63366 -2.88391 -2.77353
H -0.42421 -4.05939 -3.19892
H 0.22411 -5.20553 -2.00737
H 1.20196 -3.81367 -2.52548
H -2.66779 -4.43846 -1.20104
H -2.68618 -3.58674 0.34961
H -1.72948 -5.07474 0.15946
H 1.41905 -2.44572 0.49573
H 1.24131 -4.20054 0.48812
H 0.19361 -3.19768 1.51189
O 1.46216 0.80170 -0.98742
O 1.66417 -0.59381 -0.65978
O 4.49625 0.68974 -3.75168
S 3.26519 1.34089 -3.16229
C 2.94535 2.75045 -4.31612
C 1.91001 2.31619 -5.36466
C 1.87908 0.78672 -5.34358
C 1.86307 0.42702 -3.87063
H 3.92710 2.95350 -4.74078
H 2.61605 3.60270 -3.71777
H 2.15475 2.69971 -6.35728
H 0.92416 2.69524 -5.08793
H 2.78908 0.38899 -5.80057
H 1.01795 0.38838 -5.88358
H 2.03606 -0.62483 -3.64875
H 0.96596 0.76754 -3.35031
C 1.96163 1.60308 1.80767
C 2.78295 0.68344 1.93908
C 3.68460 -0.29304 2.27675
C 4.70215 -0.74796 1.32999
C 4.77402 -0.17691 0.04166
C 5.70412 -0.59614 -0.89273
C 6.61622 -1.60476 -0.58232
C 6.54790 -2.19892 0.67042
C 5.60398 -1.79042 1.60641
C 3.63877 -0.69208 3.70736
C 4.79824 -0.81177 4.49404
C 4.72884 -1.06785 5.86015
C 3.50126 -1.22969 6.49037
C 2.34210 -1.10763 5.72837
C 2.40671 -0.83290 4.37074
H 4.05499 0.59093 -0.22014
H 5.71123 -0.12570 -1.87105
H 7.34974 -1.93566 -1.30934
H 7.23440 -2.99990 0.92372
H 5.54967 -2.31093 2.55280
H 5.76424 -0.65250 4.03015
H 5.64492 -1.12135 6.44060
H 3.44774 -1.42077 7.55690
H 1.37408 -1.23314 6.20378
H 1.49748 -0.71740 3.78971
O -1.25595 -0.51678 1.20587
N -0.16157 -0.36154 1.72520

These are the Löwdin partial charges, in e, on atoms 1 to 99:
1 Ti 0.90
2 C -0.08
3 C -0.08
4 C -0.02
5 C -0.24
6 N 0.14
7 C -0.15
8 C -0.14
9 C -0.05
10 C -0.12
11 C -0.11
12 C -0.03
13 C -0.18
14 H 0.09
15 H 0.10
16 H 0.12
17 H 0.11
18 H 0.11
19 H 0.08
20 H 0.09
21 H 0.12
22 C -0.19
23 Si 0.40
24 C -0.15
25 C -0.19
26 N -0.15
27 C -0.32
28 C -0.09
29 C -0.15
30 C -0.15
31 C -0.07
32 C -0.30
33 N -0.15
34 Si 0.37
35 C -0.18
36 C -0.19
37 C -0.17
38 H 0.02
39 H 0.00
40 H 0.01
41 H 0.02
42 H 0.01
43 H 0.03
44 H 0.01
45 H 0.02
46 H 0.03
47 H 0.07
48 H 0.08
49 H 0.08
50 H 0.07
51 H 0.02
52 H 0.02
53 H 0.03
54 H 0.01
55 H 0.03
56 H 0.02
57 H 0.01
58 H 0.03
59 H 0.03
60 O -0.44
61 O -0.34
62 O -0.57
63 S 0.95
64 C -0.30
65 C -0.23
66 C -0.25
67 C -0.31
68 H 0.08
69 H 0.07
70 H 0.10
71 H 0.08
72 H 0.10
73 H 0.11
74 H 0.10
75 H 0.08
76 C -0.01
77 C -0.03
78 C -0.16
79 C -0.18
80 C -0.03
81 C -0.09
82 C -0.13
83 C -0.13
84 C -0.07
85 C -0.17
86 C -0.06
87 C -0.12
88 C -0.15
89 C -0.11
90 C -0.04
91 H 0.09
92 H 0.07
93 H 0.08
94 H 0.08
95 H 0.09
96 H 0.10
97 H 0.08
98 H 0.08
99 H 0.09



No. 2
DFT (the ωB97M-V functional and the def2-TZVPD basis) results for C42H49AuF6N5O2PSTe2 as an isolated structure.

Net charge = +2
HOMO-LUMO gap = 6.5 eV

Positions of all 109 atoms, in Å:
Au 0.88644 1.04246 -0.56828
S -4.72646 3.12745 0.34968
C -3.63147 1.74893 0.29113
C -3.09776 1.24183 1.47598
C -2.22017 0.18557 1.43793
N -1.86517 -0.37330 0.26389
C -2.35447 0.11257 -0.90041
C -3.22772 1.16547 -0.91497
C -5.93273 2.58472 -0.85594
C -5.86942 3.01778 -2.17209
C -6.84524 2.56406 -3.05122
N -7.83218 1.74888 -2.69290
C -7.89003 1.36448 -1.42144
C -6.96760 1.75408 -0.45754
H -3.37380 1.66105 2.43400
H -1.76874 -0.22120 2.33441
H -1.98515 -0.33176 -1.81431
H -3.59261 1.53463 -1.86318
H -5.10293 3.70489 -2.50598
H -6.83268 2.87930 -4.08836
H -8.71504 0.71520 -1.15170
H -7.06402 1.42242 0.56748
N 0.23056 2.85684 0.00642
C 0.19278 4.00710 0.13950
N 0.13457 5.28968 0.28026
C 0.30308 5.94006 1.59924
C -0.78668 6.98676 1.75058
O -0.76059 7.88521 0.66155
C -1.04618 7.23744 -0.55985
C 0.02158 6.20456 -0.87671
H 1.28701 6.41248 1.62132
H 0.25085 5.18238 2.37916
H -0.62052 7.56826 2.65497
H -1.76878 6.50094 1.81827
H -1.06386 8.00219 -1.33355
H -2.03245 6.75750 -0.51423
H 0.98902 6.69011 -1.01828
H -0.22397 5.62607 -1.76537
F 0.14707 -0.64721 2.47069
P 1.26017 -1.67570 3.27059
F 2.26936 -2.67644 3.94164
F 2.18033 -0.40449 3.53064
F 0.43499 -1.44734 4.59910
F 1.98142 -1.88666 1.80471
F 0.24956 -2.91807 2.85416
C -1.43090 -2.88176 -1.52987
Te -0.70734 -2.14044 0.30403
C -2.21697 -3.10989 1.40292
H -2.47883 -2.62756 -1.67804
H -1.33372 -3.96717 -1.44998
H -0.78709 -2.52105 -2.32923
H -2.00138 -4.17685 1.33260
H -3.18899 -2.88329 0.97154
H -2.12572 -2.80623 2.44265
C 8.87484 -2.29441 3.68569
C 7.62853 -1.79232 3.01612
C 6.74007 -2.65962 2.40106
C 5.58160 -2.22649 1.75928
C 4.64022 -3.28701 1.25947
C 5.35523 -0.84852 1.71876
Te 3.78233 0.08895 0.64516
N 3.54845 -1.20581 -0.86294
C 2.42277 -1.39340 -1.44304
O 1.25058 -0.79694 -1.26678
C 2.34049 -2.46775 -2.48072
C 1.50960 -2.30110 -3.58802
C 1.43305 -3.29112 -4.55512
C 2.17186 -4.45902 -4.41194
C 2.99819 -4.62828 -3.30989
C 3.09387 -3.63028 -2.35119
C 4.90363 1.45760 -0.50004
C 5.93236 1.02421 -1.34853
C 6.50145 -0.37045 -1.40340
C 6.54008 1.97331 -2.16688
C 6.17889 3.31121 -2.15746
C 6.84164 4.30325 -3.06863
C 5.18695 3.71357 -1.26971
C 4.54258 2.81541 -0.43158
C 3.57201 3.40179 0.56631
C 6.18347 0.05706 2.39819
C 5.90395 1.53268 2.52162
C 7.31492 -0.43861 3.02744
H 8.92970 -3.38102 3.66091
H 8.91018 -1.97461 4.72773
H 9.76402 -1.89894 3.19239
H 6.93559 -3.72566 2.43195
H 3.98784 -3.60063 2.07628
H 5.20478 -4.15830 0.92824
H 4.01438 -2.94884 0.44352
H 0.94798 -1.38182 -3.70145
H 0.80746 -3.15051 -5.42709
H 2.11168 -5.23200 -5.16671
H 3.57878 -5.53479 -3.20302
H 3.75384 -3.74723 -1.50304
H 5.94272 -1.10874 -0.84360
H 7.52196 -0.34977 -1.01493
H 6.55014 -0.71158 -2.43807
H 7.33663 1.64594 -2.82619
H 7.72173 3.87760 -3.54673
H 7.14721 5.19534 -2.52138
H 6.15404 4.62067 -3.85478
H 4.92107 4.76449 -1.21310
H 3.01639 4.22039 0.10558
H 4.11976 3.82106 1.41344
H 2.84860 2.69412 0.96931
H 4.83661 1.77029 2.49962
H 6.39684 2.11174 1.73882
H 6.26644 1.88854 3.48517
H 7.96107 0.25517 3.55443

These are the Löwdin partial charges, in e, on atoms 1 to 99:
1 Au 0.82
2 S 1.05
3 C -0.47
4 C -0.03
5 C -0.10
6 N -0.22
7 C -0.12
8 C -0.02
9 C -0.53
10 C -0.09
11 C -0.12
12 N 0.09
13 C -0.11
14 C -0.07
15 H 0.13
16 H 0.12
17 H 0.12
18 H 0.12
19 H 0.11
20 H 0.12
21 H 0.12
22 H 0.11
23 N 0.04
24 C -0.22
25 N -0.06
26 C -0.08
27 C -0.18
28 O -0.10
29 C -0.18
30 C -0.08
31 H 0.14
32 H 0.14
33 H 0.14
34 H 0.13
35 H 0.14
36 H 0.13
37 H 0.14
38 H 0.14
39 F -0.31
40 P 0.17
41 F -0.08
42 F -0.14
43 F -0.10
44 F -0.28
45 F -0.24
46 C -0.28
47 Te 1.94
48 C -0.27
49 H 0.04
50 H 0.05
51 H 0.00
52 H 0.05
53 H 0.04
54 H 0.03
55 C -0.03
56 C -0.24
57 C 0.01
58 C -0.27
59 C -0.05
60 C -0.31
61 Te 1.84
62 N -0.15
63 C -0.58
64 O -0.44
65 C -0.17
66 C -0.06
67 C -0.07
68 C -0.06
69 C -0.05
70 C -0.01
71 C -0.33
72 C -0.26
73 C -0.04
74 C 0.00
75 C -0.24
76 C -0.03
77 C -0.01
78 C -0.31
79 C -0.10
80 C -0.29
81 C -0.06
82 C 0.00
83 H 0.08
84 H 0.09
85 H 0.09
86 H 0.13
87 H 0.09
88 H 0.09
89 H 0.02
90 H 0.11
91 H 0.11
92 H 0.11
93 H 0.11
94 H 0.10
95 H 0.03
96 H 0.10
97 H 0.10
98 H 0.13
99 H 0.08



Q: What is the net charge in the first record?
A: -2



Q: The lowest net charge belongs to which entry?
A: C42H48N4O4SSi2Ti



Q: Among the records above, which one has the highest net charge?
A: C42H49AuF6N5O2PSTe2



Q: Which of these has the lowest net charge?
A: C42H48N4O4SSi2Ti